Record 1
73
Properties=species:S:1:pos:R:3:forces:R:3:mulliken_charge:R:1 method="wB97M-V/def2-TZVPD" gap_ev=10.146 smiles="O=C1O[C@@H](B(O)O)C[C@@H]1CCO.OCCO.OCCO.OCCO.OCCO.OCCO" e_lumo_ev=0.16 energy_ha=-1787.69354 e_homo_ev=-9.98 spin_multiplicity=1
O -0.725 -1.547 2.711 -0.26 0.34 -0.32 -0.609
C -1.382 -1.068 1.827 0.12 -0.12 0.54 0.379
O -2.697 -1.364 1.669 0.02 -0.11 -0.14 -0.382
C -3.165 -0.816 0.419 0.11 0.25 -0.99 0.469
B -4.012 0.525 0.569 -0.03 0.05 0.44 0.588
O -4.248 1.060 1.824 0.20 -0.08 -0.39 -0.573
O -4.591 1.104 -0.536 0.61 0.40 0.24 -0.585
C -1.851 -0.677 -0.390 -0.57 0.20 0.73 -1.054
C -0.942 -0.124 0.709 0.34 -0.34 -0.28 0.328
C 0.575 -0.114 0.435 -0.44 0.44 0.24 -0.069
C 1.207 1.285 0.564 0.28 -0.03 0.18 -0.436
O 1.745 1.794 -0.661 -0.24 -0.06 -0.03 -0.611
H -3.810 -1.515 -0.126 0.03 -0.33 0.54 0.009
H -3.624 1.763 2.040 -0.34 0.05 0.14 0.316
H -4.013 1.089 -1.309 -0.42 -0.39 -0.14 0.310
H -1.526 -1.703 -0.593 0.13 0.21 -0.50 0.251
H -1.958 -0.078 -1.295 0.22 -0.08 0.01 0.344
H -1.275 0.881 1.007 -0.04 -0.10 -0.09 0.150
H 0.743 -0.472 -0.588 0.06 -0.10 0.18 0.331
H 1.059 -0.786 1.143 0.01 -0.06 -0.23 0.100
H 1.999 1.271 1.323 -0.10 0.02 -0.12 0.289
H 0.472 2.030 0.886 0.08 -0.10 -0.07 0.140
H 2.191 1.075 -1.119 0.11 0.06 0.08 0.313
C 2.412 5.500 0.675 -0.02 -0.17 -0.17 -0.064
C 2.507 4.707 1.957 0.07 -0.07 -0.14 -0.632
O 3.249 3.508 1.744 -0.02 -0.12 0.13 -0.448
O 1.793 4.752 -0.362 -0.06 0.16 0.17 -0.518
H 1.812 6.397 0.819 0.06 0.06 0.06 0.289
H 3.419 5.808 0.358 0.01 0.06 0.07 0.203
H 1.511 4.389 2.265 0.00 -0.02 0.05 0.282
H 2.951 5.302 2.761 -0.05 0.06 -0.02 0.367
H 4.177 3.733 1.625 0.01 0.04 -0.02 0.289
H 2.108 3.836 -0.319 0.00 -0.04 -0.11 0.267
C 0.120 9.503 -2.385 -0.13 -0.06 0.06 -0.342
C 1.290 9.147 -1.495 0.03 -0.12 -0.03 -0.499
O 1.032 7.934 -0.789 -0.07 0.13 -0.06 -0.458
O -1.072 9.628 -1.630 0.07 0.06 0.01 -0.511
H 0.295 10.457 -2.882 0.01 0.00 -0.02 0.315
H -0.005 8.730 -3.156 0.06 0.03 -0.04 0.266
H 1.422 9.913 -0.731 0.01 0.01 0.00 0.308
H 2.212 9.069 -2.080 0.00 0.04 -0.01 0.307
H 1.061 7.197 -1.411 0.03 -0.08 0.07 0.275
H -1.056 8.915 -0.979 -0.03 -0.03 0.00 0.332
C 1.182 -3.530 0.674 0.06 0.08 0.18 0.084
C 1.514 -5.000 0.788 -0.03 -0.07 0.06 -0.552
O 1.772 -5.339 2.151 0.05 -0.01 -0.06 -0.566
O 2.238 -2.736 1.196 0.09 -0.18 -0.16 -0.534
H 1.035 -3.248 -0.371 0.02 0.00 -0.01 0.260
H 0.263 -3.316 1.233 -0.08 -0.03 -0.08 0.040
H 2.430 -5.224 0.243 -0.01 -0.04 -0.02 0.110
H 0.707 -5.616 0.379 0.00 0.03 -0.05 0.410
H 0.942 -5.291 2.637 0.00 0.02 0.03 0.329
H 2.549 -3.201 1.984 0.01 0.06 0.06 0.355
C 6.195 -6.353 -0.378 -0.04 0.17 -0.02 -0.282
C 4.924 -7.161 -0.510 -0.03 0.00 -0.05 -0.454
O 3.962 -6.461 -1.303 0.00 0.02 0.05 -0.504
O 5.946 -5.086 0.203 -0.01 -0.09 0.04 -0.496
H 6.906 -6.871 0.267 0.02 -0.02 -0.01 0.320
H 6.656 -6.227 -1.368 0.03 -0.07 0.00 0.245
H 4.461 -7.292 0.468 -0.01 0.00 0.01 0.242
H 5.133 -8.147 -0.937 0.02 -0.01 0.04 0.359
H 4.269 -6.453 -2.215 0.00 0.00 -0.02 0.294
H 5.121 -4.760 -0.177 0.00 0.05 -0.01 0.318
C -7.647 -3.998 -0.799 -0.07 0.08 -0.14 -0.356
C -6.209 -3.553 -0.654 0.02 0.07 0.05 -0.425
O -6.033 -2.242 -1.200 0.04 -0.05 0.04 -0.546
O -8.051 -3.986 -2.156 0.07 -0.06 0.04 -0.507
H -7.768 -5.017 -0.430 -0.01 0.00 0.02 0.322
H -8.298 -3.338 -0.208 0.02 -0.04 0.07 0.270
H -5.558 -4.204 -1.236 0.01 -0.01 0.00 0.297
H -5.897 -3.583 0.394 0.00 -0.04 0.00 0.299
H -6.483 -1.616 -0.622 -0.02 0.06 -0.04 0.309
H -7.672 -3.191 -2.549 -0.03 0.03 -0.02 0.336

Record 2
80
Properties=species:S:1:pos:R:3:forces:R:3:mulliken_charge:R:1 method="wB97M-V/def2-TZVPD" gap_ev=8.648 e_lumo_ev=-3.33 energy_ha=-4142.87890 charge=+1 e_homo_ev=-11.97 spin_multiplicity=1
N -2.390 8.339 -0.888 0.37 0.90 -0.02 -0.436
C -2.993 7.288 -1.170 -0.54 -1.04 -0.02 -0.080
C -3.338 6.334 -0.010 0.32 0.40 -0.03 -0.569
C -2.209 5.338 0.120 -1.30 1.41 -1.90 0.148
N -1.455 5.129 -0.948 0.68 -0.79 0.94 -0.444
C -0.535 4.237 -0.511 -0.52 1.18 -2.28 0.434
N 0.434 3.810 -1.333 0.07 -0.76 1.63 -0.147
P 1.655 2.699 -0.805 2.29 -0.96 -1.95 0.175
S 2.657 1.890 -2.244 -0.55 0.30 0.17 -0.320
N -0.752 3.905 0.746 0.94 -0.99 0.77 0.139
N -1.829 4.622 1.156 -0.65 0.20 0.80 -0.152
H -2.233 8.887 -1.736 0.16 0.15 0.23 0.253
H -3.275 7.009 -2.193 -0.09 -0.15 0.29 0.398
H -4.299 5.848 -0.216 0.23 -0.12 0.30 0.331
H -3.397 6.984 0.873 -0.16 -0.38 -0.02 0.382
H 0.384 4.186 -2.275 0.28 -0.28 0.01 0.295
H 1.090 1.682 0.006 -0.57 0.79 0.29 0.028
H 2.583 3.438 -0.026 -0.94 0.12 0.38 0.133
H -0.216 3.237 1.287 -0.39 0.17 0.44 0.203
H -2.272 4.608 2.065 0.44 -0.33 0.11 0.244
O -0.626 -1.415 0.316 0.35 0.24 -0.11 -0.521
S -0.489 -0.848 1.620 -0.59 -0.53 0.72 1.208
O 0.682 -0.101 1.988 -0.01 0.26 -0.43 -0.629
O -0.767 -1.964 2.708 -0.07 0.45 -0.17 -0.290
C 0.021 -3.179 2.663 0.65 -0.73 0.02 -0.237
C 1.440 -2.963 3.147 0.06 0.34 -0.09 -1.030
C -1.909 0.144 1.966 -0.05 0.05 0.13 -0.921
H 0.004 -3.599 1.655 -0.11 0.19 -0.05 0.263
H -0.482 -3.889 3.316 -0.27 0.25 0.00 0.274
H 1.992 -2.304 2.477 0.01 -0.06 -0.02 0.290
H 1.973 -3.913 3.197 -0.12 -0.05 0.01 0.401
H 1.443 -2.499 4.134 -0.01 -0.10 0.03 0.271
H -2.806 -0.418 1.719 0.03 -0.01 0.00 0.364
H -1.841 1.036 1.344 0.01 -0.08 -0.09 0.226
H -1.897 0.420 3.019 0.01 -0.06 0.00 0.361
O -1.219 -5.486 -4.840 -0.27 0.15 0.20 -0.678
S -0.414 -5.616 -3.665 0.80 -0.10 -0.16 1.233
O -1.007 -5.643 -2.360 -0.24 0.15 -0.24 -0.540
O 0.727 -4.501 -3.692 0.00 -0.30 -0.04 -0.258
C 0.326 -3.125 -3.819 -0.33 0.70 0.11 -0.519
C -0.278 -2.594 -2.533 -0.14 -0.20 0.04 -0.867
C 0.640 -7.019 -3.832 0.11 0.00 0.05 -1.017
H -0.360 -3.007 -4.660 0.00 -0.21 0.00 0.345
H 1.228 -2.564 -4.058 0.14 -0.30 -0.03 0.282
H -1.217 -3.095 -2.301 0.01 0.04 -0.01 0.300
H -0.481 -1.525 -2.617 0.11 0.00 -0.05 0.400
H 0.396 -2.763 -1.694 0.03 0.09 -0.04 0.254
H 1.120 -6.988 -4.807 -0.03 0.04 0.01 0.361
H 0.015 -7.906 -3.747 -0.06 0.06 -0.01 0.394
H 1.375 -7.004 -3.030 -0.04 0.01 0.01 0.331
O 0.797 -8.325 0.228 0.10 -0.07 0.27 -0.638
S -0.544 -8.724 0.544 -0.57 -0.12 -0.53 1.253
O -0.984 -8.825 1.902 0.32 0.10 0.11 -0.635
O -0.860 -10.097 -0.210 -0.05 0.28 -0.04 -0.274
C 0.020 -11.214 0.015 0.39 -0.57 0.29 -0.345
C -0.180 -11.837 1.383 -0.04 0.20 0.20 -0.995
C -1.675 -7.712 -0.346 -0.13 -0.23 0.06 -0.769
H 1.058 -10.910 -0.134 -0.07 0.18 0.00 0.327
H -0.216 -11.947 -0.755 -0.18 0.23 -0.13 0.273
H 0.109 -11.149 2.177 0.02 -0.02 -0.02 0.304
H 0.426 -12.738 1.483 -0.02 -0.01 -0.11 0.390
H -1.228 -12.092 1.539 0.02 -0.06 -0.05 0.263
H -1.364 -7.657 -1.381 0.00 0.02 0.03 0.104
H -1.650 -6.722 0.104 0.10 -0.02 -0.02 0.321
H -2.673 -8.135 -0.257 0.04 -0.04 0.05 0.406
O 0.529 10.172 0.214 -0.06 0.14 0.19 -0.633
S 1.124 9.282 1.158 0.49 -0.24 -0.20 1.161
O 0.978 9.472 2.566 -0.22 0.12 -0.04 -0.619
O 2.670 9.117 0.808 -0.34 -0.31 -0.02 -0.257
C 3.482 10.309 0.737 0.46 0.74 0.14 -0.347
C 3.779 10.885 2.108 -0.26 -0.06 0.18 -0.999
C 0.636 7.629 0.773 0.07 -0.32 -0.07 -0.946
H 3.005 11.048 0.091 -0.17 -0.13 0.01 0.333
H 4.413 10.013 0.258 -0.17 -0.29 -0.07 0.271
H 2.872 11.249 2.589 0.02 0.03 -0.03 0.314
H 4.474 11.721 2.027 0.04 -0.06 -0.09 0.389
H 4.209 10.124 2.759 0.08 0.03 -0.05 0.268
H 0.772 7.455 -0.292 0.00 0.06 0.01 0.369
H -0.416 7.529 1.037 -0.01 0.22 -0.02 0.212
H 1.236 6.938 1.364 0.06 0.09 0.01 0.435

Record 3
77
Properties=species:S:1:pos:R:3:forces:R:3:mulliken_charge:R:1 method="wB97M-V/def2-TZVPD" gap_ev=3.721 e_lumo_ev=-4.00 energy_ha=-5403.09036 de_lowest_ev=19.053 e_homo_ev=-7.72 spin_multiplicity=1
Zn -21.144 13.551 -15.267 -0.06 0.06 -0.01 0.121
Zn -18.151 11.479 -11.963 -0.02 0.05 0.01 0.152
C -17.193 12.927 -15.392 -2.69 -6.48 4.41 0.840
O -18.122 12.941 -16.190 -0.98 2.07 -5.32 -0.295
O -16.784 11.921 -14.798 5.56 -1.40 -1.65 -0.444
O -17.886 13.455 -14.478 -1.76 5.76 2.50 -0.271
C -22.078 12.068 -11.622 5.67 4.87 1.25 0.829
O -21.156 12.107 -10.811 0.29 -1.82 7.09 -0.382
O -22.316 13.135 -12.154 -6.15 4.79 -1.18 -0.324
O -21.586 11.489 -12.536 0.12 -7.88 -7.08 -0.230
C -21.701 18.794 -15.952 0.42 -1.93 0.23 0.585
O -21.854 17.604 -16.051 -2.28 -2.07 -0.26 -0.636
N -22.609 19.751 -15.966 -2.68 0.88 -0.39 -0.377
N -20.473 19.174 -15.810 5.21 3.60 0.92 -0.390
H -23.535 19.395 -16.156 0.01 0.54 0.03 0.234
H -22.449 20.741 -15.847 0.01 -0.49 -0.05 0.180
H -19.749 18.630 -15.362 -0.65 -0.57 -0.42 0.232
H -20.276 20.157 -15.689 -0.04 0.01 -0.05 0.166
C -20.528 17.053 -7.882 2.38 0.51 1.90 0.648
O -20.394 18.039 -7.184 -0.13 0.79 0.62 -0.658
N -21.484 16.930 -8.755 -2.49 -0.27 -2.20 -0.355
N -19.642 16.021 -7.805 -0.42 0.12 -0.51 -0.407
H -22.109 17.722 -8.811 0.02 -0.40 -0.32 0.217
H -21.546 16.133 -9.372 -0.28 0.45 0.05 0.153
H -19.083 16.075 -6.966 0.06 -0.76 -0.40 0.232
H -19.914 15.227 -8.366 0.87 -0.46 0.82 0.171
C -24.562 13.529 -20.493 -1.02 0.65 0.44 -1.387
C -25.257 13.267 -19.132 0.59 1.84 -0.25 0.416
C -26.753 12.846 -19.150 0.22 -0.55 -1.22 -0.743
O -27.573 13.777 -19.813 0.39 1.80 0.82 -0.313
C -28.901 13.353 -20.111 1.93 -0.78 -0.58 -0.709
N -24.409 12.440 -18.304 -0.83 -1.04 -0.33 -0.592
H -24.530 12.682 -21.178 -0.58 -0.04 -0.08 0.364
H -23.530 13.880 -20.461 0.03 -0.08 0.81 0.365
H -25.128 14.393 -20.840 -0.02 -0.30 -0.97 0.339
H -25.226 14.217 -18.598 -0.38 0.48 -0.27 0.169
H -27.094 12.615 -18.141 -0.05 0.37 0.46 0.349
H -26.878 11.905 -19.687 0.30 -0.58 -0.23 0.374
H -29.411 14.118 -20.697 0.03 0.15 0.51 0.240
H -29.416 13.012 -19.213 -0.30 0.06 -0.14 0.261
H -28.636 12.551 -20.800 -1.24 -0.74 -0.11 0.336
H -25.107 11.994 -17.725 0.43 -0.60 0.94 0.246
H -24.125 11.716 -18.949 0.50 -0.64 0.21 0.292
C -17.874 6.709 -8.276 1.60 0.13 -1.43 -1.363
C -16.663 6.800 -9.276 -0.04 0.81 -0.99 0.328
C -15.955 5.510 -9.604 0.53 -0.51 1.39 -0.636
O -14.852 5.686 -10.567 -1.03 -0.73 2.14 -0.357
C -13.914 4.590 -10.539 0.28 1.49 -1.63 -0.764
N -17.090 7.251 -10.594 -0.93 0.98 -0.06 -0.675
H -17.450 6.931 -7.297 -0.52 -0.72 0.26 0.355
H -18.335 5.741 -8.473 -0.13 -0.15 0.82 0.331
H -18.618 7.474 -8.499 0.20 0.11 -0.17 0.369
H -15.941 7.527 -8.906 0.11 0.02 0.16 0.333
H -16.737 4.828 -9.939 0.16 -0.31 -0.63 0.255
H -15.657 5.122 -8.630 0.98 -0.51 -0.07 0.392
H -13.402 4.397 -9.596 -0.88 -0.39 0.36 0.305
H -13.089 4.950 -11.154 0.09 0.19 -0.17 0.285
H -14.312 3.779 -11.149 -0.12 -0.61 0.83 0.300
H -17.916 6.703 -10.787 -0.32 0.04 -0.49 0.241
H -16.384 6.945 -11.248 0.01 0.20 -0.33 0.303
C -22.674 2.698 -13.179 -0.28 -0.41 -0.39 -1.557
C -23.183 4.021 -12.564 3.28 -0.37 -0.94 0.553
C -23.373 3.994 -11.084 -0.92 -1.70 0.15 -0.615
O -24.119 2.793 -10.804 -0.49 1.18 0.04 -0.313
C -24.218 2.569 -9.405 0.31 -0.78 -1.55 -0.697
N -21.990 4.946 -12.772 -1.47 -0.11 -0.69 -0.699
H -22.796 2.735 -14.262 -1.29 -0.12 -0.21 0.408
H -23.175 1.855 -12.703 0.12 -0.13 -0.49 0.316
H -21.607 2.512 -13.307 0.49 0.28 1.61 0.418
H -24.054 4.234 -13.184 -0.29 0.63 0.58 0.261
H -23.852 4.918 -10.760 -0.38 0.03 0.28 0.316
H -22.448 3.875 -10.520 0.45 0.36 -0.41 0.322
H -24.506 1.519 -9.357 -0.23 0.10 0.53 0.226
H -24.970 3.227 -8.969 0.30 0.04 0.44 0.233
H -23.186 2.653 -9.067 -0.20 0.25 1.01 0.355
H -21.652 4.616 -13.665 0.63 0.23 -0.17 0.244
H -22.344 5.862 -13.007 0.00 0.53 0.22 0.233